(1)
Molecular formula: C30H29F6N6O3STi
Method: DFT, ωB97M-V/def2-TZVPD

The value obtained for the LUMO energy (alpha / beta) is -0.6 / -0.5 eV. The calculation puts the HOMO energy (alpha / beta) at -7.39 / -8.39 eV. The expectation value of S² is 0.7525. The largest force on an atom comes out at 1.30 eV Å⁻¹. As for the energy relative to the best compared isomer or geometry (same formula, charge and spin): 0.3483 eV.

Structure (ORCA input):
```
! wB97M-V def2-TZVPD RIJCOSX def2/J DEFGRID3
* xyz 0 2
Ti 0.19597 -0.75870 1.11014
C 2.33947 1.22879 2.11388
N 1.67853 -0.00767 2.56701
C 2.72251 -1.01246 2.86598
C 0.89861 0.27958 3.79655
C -0.45482 0.87410 3.48500
C -1.05319 1.74107 4.39473
C -2.33997 2.21074 4.17000
C -3.01973 1.81690 3.02307
C -2.39188 0.97593 2.10976
C -1.10007 0.47419 2.30205
H 2.99296 1.61201 2.90522
H 1.58944 1.98281 1.88002
H 2.94461 1.00865 1.23407
H 3.38750 -0.63857 3.65313
H 3.30864 -1.20888 1.96872
H 2.24343 -1.92801 3.20313
H 1.48499 0.93273 4.45502
H 0.74939 -0.66659 4.31998
H -0.51709 2.05063 5.28657
H -2.80852 2.87735 4.88304
H -4.02873 2.17037 2.84443
H -2.94664 0.69435 1.21226
N 2.36185 2.84089 -5.46815
C 2.41544 1.86976 -4.48635
C 2.56477 2.22660 -3.14268
C 2.67779 1.25165 -2.16957
C 2.63154 -0.09578 -2.51865
C 2.47789 -0.45913 -3.85072
C 2.36495 0.51604 -4.82599
S 2.85661 -1.32874 -1.28215
O 3.19632 -2.55709 -1.93345
O 3.74109 -0.76977 -0.29671
N 1.41064 -1.41984 -0.54308
C 0.30107 -1.72390 -1.28741
N -0.85066 -1.52869 -0.58488
C -2.00573 -1.66517 -1.21860
C -2.07280 -2.05072 -2.53731
C -0.84760 -2.26804 -3.16258
N 0.32271 -2.09702 -2.57563
H 2.19738 3.79159 -5.19127
H 2.01859 2.58543 -6.37613
H 2.61266 3.27383 -2.86983
H 2.81678 1.53281 -1.13509
H 2.45276 -1.50881 -4.10585
H 2.25727 0.23124 -5.86619
H -2.89842 -1.46446 -0.63406
H -3.01422 -2.18281 -3.04603
H -0.81105 -2.59254 -4.19865
C -2.39590 -3.01502 2.34979
C -0.91506 -3.23524 2.63113
O -0.12685 -2.22800 2.16013
C -0.70637 -3.32252 4.15941
F -1.25610 -2.25848 4.75752
F 0.58001 -3.33780 4.51194
F -1.28474 -4.42224 4.67427
C -0.45602 -4.55438 1.96790
F -1.34616 -5.54342 2.16727
F -0.34781 -4.38037 0.64551
F 0.72820 -4.97737 2.41529
H -2.64592 -1.98703 2.61379
H -3.01209 -3.70440 2.92344
H -2.58971 -3.17504 1.28906
N 0.10691 1.06154 -0.08357
C -0.42262 1.69054 -0.88210
C -1.11883 2.47169 -1.87934
C -2.21510 3.22692 -1.49284
C -2.90174 3.94700 -2.45975
C -2.48106 3.90154 -3.78314
C -1.37880 3.14142 -4.15447
C -0.68752 2.41517 -3.19689
H -2.51430 3.24689 -0.45094
H -3.75916 4.54216 -2.17884
H -3.02068 4.46292 -4.53471
H -1.05601 3.11329 -5.18581
H 0.17038 1.80362 -3.46078
*
```

---

(2)
Molecular formula: C4H6N2O3P
Method: DFT, ωB97M-V/def2-TZVPD

Its SMILES is Cc1nc([P@@](=O)([O-])O)c[nH]1. The value obtained for the LUMO energy is 3.2 eV. The calculation puts the HOMO energy at -4.96 eV. The largest force on an atom comes out at 4.90 eV Å⁻¹. As for the energy relative to the best compared isomer or geometry (same formula, charge and spin): 0.6044 eV.

Structure (ORCA input):
```
! wB97M-V def2-TZVPD RIJCOSX def2/J DEFGRID3
* xyz -1 1
C -0.08241 -1.14357 -0.72373
C -0.54892 -0.57786 0.37736
C 0.28142 1.08024 -0.75893
C 0.90492 2.36053 -1.25136
N -0.39499 1.01207 0.31384
N 0.57549 -0.06762 -1.45605
O -0.37958 -1.16539 3.07052
O -2.71647 -1.15660 2.03391
O -0.99527 -3.04081 1.44916
P -1.35814 -1.58631 1.76388
H 0.37835 -2.12641 -0.92608
H 0.22827 3.32610 -1.16773
H 1.85409 2.54616 -0.80687
H 1.02884 2.20920 -2.34183
H 0.46166 -1.57196 2.87853
H 0.76273 -0.09777 -2.45461
*
```

---

(3)
Molecular formula: C4H6N2O
Method: DFT, ωB97M-V/def2-TZVPD

Its SMILES is Nc1ccc(O)[nH]1. The value obtained for the LUMO energy is 0.9 eV. The calculation puts the HOMO energy at -7.20 eV. The largest force on an atom comes out at 0.60 eV Å⁻¹. As for the energy relative to the best compared isomer or geometry (same formula, charge and spin): 1.0879 eV.

Structure (ORCA input):
```
! wB97M-V def2-TZVPD RIJCOSX def2/J DEFGRID3
* xyz 0 1
N -2.26287 -0.41668 0.32504
C -0.92829 -0.02105 0.12338
C -0.33596 1.19739 0.03786
C 1.08933 0.98043 -0.13613
C 1.26459 -0.36189 -0.17388
O 2.33110 -1.18486 -0.35295
N 0.05001 -1.01188 -0.00292
H -2.56797 -1.08345 -0.37822
H -2.87785 0.38779 0.28657
H -0.84191 2.15324 0.06038
H 1.85241 1.74010 -0.23607
H 3.13901 -0.66600 -0.27667
H 0.08839 -1.71315 0.72362
*
```

---

(4)
Molecular formula: C33H56Br2F13MgN7NaO9
Method: DFT, ωB97M-V/def2-TZVPD

The value obtained for the LUMO energy is -7.6 eV. The calculation puts the HOMO energy at -8.89 eV. The largest force on an atom comes out at 8.90 eV Å⁻¹. As for the energy relative to the best compared isomer or geometry (same formula, charge and spin): 18.1041 eV.

Structure (ORCA input):
```
! wB97M-V def2-TZVPD RIJCOSX def2/J DEFGRID3
* xyz 1 1
C -0.73115 2.17369 4.42738
C -1.57666 1.99222 3.00301
C -0.77622 0.92895 1.98976
N -1.67022 -0.00647 1.25014
C -1.71555 0.20711 -0.24787
N -3.05525 -0.25406 -0.87341
C -4.25685 0.08152 -0.01943
C -4.69841 -1.01237 1.10377
F -4.19388 1.46275 0.59359
C -2.98792 -1.63758 -1.44611
C -4.36521 -2.32620 -1.95432
C -4.54875 -3.73308 -1.06488
C -6.10371 -4.24427 -0.97576
C -6.34192 -5.37798 0.23129
N -6.24403 -4.76163 1.60486
C -4.93238 -5.06258 2.30476
N -3.81875 -5.62854 1.73939
N -4.85548 -4.64018 3.77893
C -1.79973 -1.59953 -2.62589
C -2.45491 -0.94039 -4.00679
C -1.46452 -0.02473 -4.90068
C -2.33566 1.29711 -5.39336
F -3.22231 1.09635 -6.58997
C -2.34884 2.62664 -4.73342
F -2.36815 2.90408 -3.27993
F -2.40418 3.82969 -5.64449
C -1.52843 -3.19262 -3.08265
C -0.44058 -3.35208 -4.29758
C 1.13330 -3.30050 -3.86416
F -0.66331 -4.74266 -4.85071
O -0.52695 -1.10498 -2.22407
C -0.38625 -0.25915 -1.07197
Br 0.30496 1.48587 -1.92211
N 0.76995 -0.75059 -0.29198
C 0.69413 -2.01976 0.44165
C 0.63088 -3.56666 -0.12353
O 0.76254 -1.94608 1.80367
C 1.97790 0.07529 -0.16532
C 3.26822 -0.26229 -1.17690
O 2.24719 1.04521 0.75332
H -0.96146 1.29312 5.18795
H 0.43569 2.25103 4.21529
H -1.02657 3.20772 4.94046
H -1.56058 3.07183 2.49831
H -2.69904 1.70621 3.16850
H 0.04283 0.42230 2.66217
H -0.25611 1.63694 1.18084
H -1.64152 -0.99543 1.54089
H -1.81086 1.39854 -0.33192
H -3.15475 0.40389 -1.70717
H -5.17622 0.17393 -0.77728
H -5.01084 -0.54357 2.13409
H -5.57856 -1.71592 0.71600
H -3.76931 -1.71082 1.31245
H -2.51855 -2.33346 -0.59636
H -5.35715 -1.73515 -1.78732
H -4.38971 -2.68780 -3.07522
H -3.90313 -4.55839 -1.60487
H -4.15085 -3.63440 0.03089
H -6.79665 -3.33452 -0.70208
H -6.49515 -4.74905 -1.98276
H -5.71562 -6.35171 0.06596
H -7.48158 -5.70557 0.09366
H -6.42564 -3.73157 1.59815
H -3.03280 -5.74001 2.41383
H -4.86649 -3.57615 3.75802
H -3.93082 -4.87542 4.19844
H -2.86235 -1.81566 -4.70897
H -3.42041 -0.28670 -3.75869
H -1.24671 -0.63098 -5.90716
H -0.41711 0.22748 -4.45659
H -2.52291 -3.69930 -3.50866
H -1.20223 -3.86911 -2.18610
H -0.59494 -2.63941 -5.21093
H 1.76429 -3.39649 -4.87288
H 1.44483 -4.26361 -3.23086
H 1.48980 -2.30353 -3.36347
H -0.49309 -3.89037 -0.12782
H 1.20879 -3.74859 -1.12226
H 1.16258 -4.26417 0.68700
H 3.75277 -1.24795 -0.70909
H 2.83204 -0.58881 -2.22872
H 4.04479 0.61090 -1.23236
Br -1.68158 5.17936 -3.94748
Mg -3.48158 -5.84564 -0.99034
C 6.40313 3.88512 -2.45325
C 6.35016 2.37642 -2.74613
C 7.30086 2.05177 -3.91036
O 5.12100 2.08060 -3.13149
H 6.10714 4.49192 -3.31923
H 5.74837 4.15459 -1.61483
H 7.42203 4.18380 -2.17999
H 6.77895 1.88369 -1.86212
H 7.03828 2.59079 -4.83023
H 7.30393 0.97851 -4.13931
H 8.32879 2.33254 -3.65150
N -4.38157 -1.59658 5.85188
O -4.14405 -0.46450 6.30478
O -4.49068 -2.56390 6.62349
O -4.51002 -1.76124 4.62746
O 0.93945 6.25193 -5.51304
H 0.17692 5.71586 -5.24831
H 1.03890 6.06654 -6.45894
Na 5.81842 2.85999 -0.54107
C 5.83900 5.21739 6.26013
C 6.41470 3.84256 6.63098
C 7.75189 3.50987 5.97970
F 7.67673 3.48766 4.62913
F 8.17300 2.27091 6.35550
F 5.48404 2.88503 6.37455
F 6.59063 3.83141 7.99049
O 4.85447 5.23073 5.22243
C 5.36831 5.25528 3.89207
C 5.02129 3.99024 3.09615
F 5.49633 2.87159 3.70248
F 5.57728 4.02277 1.85584
F 6.69657 5.50455 3.93275
F 4.80180 6.33973 3.29652
H 5.30027 5.57640 7.14593
H 6.61967 5.96949 6.09391
H 8.52627 4.22400 6.27319
H 3.93932 3.87901 2.98674
*
```